Formula: C20H26F2IO4PS
Source: the OMol25 dataset
Level of theory: ωB97M-V/def2-TZVPD

Properties
- SMILES string = CC[C@@H](I)[C@@H]1OS(=O)(=O)O[C@@H]1P(C)CC.Fc1ccccc1.Fc1ccccc1
- spin multiplicity = 1
- orbital gap (eV) = 9.7
- F_max (eV Å⁻¹) = 0.547

Last column: Löwdin charge in e.
Positions of all 55 atoms, in Å:
C (2.720897, -1.280890, -0.643963)  -0.12
C (1.975873, -0.027357, -1.130944)  -0.33
C (1.525967, 0.901932, 0.003707)  -0.69
I (3.270728, 1.822348, 0.848872)  0.96
C (0.532550, 1.919691, -0.537294)  -0.35
O (0.488707, 3.151033, 0.268239)  -0.23
S (-0.464360, 2.947894, 1.515322)  0.57
O (-1.453310, 3.970338, 1.477470)  -0.22
O (0.268365, 2.684371, 2.699244)  -0.23
O (-1.120760, 1.559979, 1.025004)  -0.23
C (-0.932547, 1.504876, -0.409851)  -0.45
P (-1.545084, 0.006439, -1.318818)  1.00
C (-3.269698, 0.533727, -1.705647)  -0.26
C (-1.822455, -1.146342, 0.089832)  -0.42
C (-2.402139, -2.480024, -0.373858)  -0.16
H (2.940763, -1.230999, 0.423506)  0.05
H (2.139974, -2.183906, -0.834005)  0.07
H (3.675552, -1.400148, -1.156191)  0.06
H (1.092688, -0.317945, -1.706013)  0.06
H (2.619243, 0.555990, -1.793366)  0.10
H (1.076887, 0.323837, 0.811299)  0.09
H (0.806942, 2.211138, -1.549312)  0.16
H (-1.507607, 2.334755, -0.839687)  0.12
H (-3.474730, 1.534398, -1.321000)  0.04
H (-3.433500, 0.531232, -2.781466)  0.03
H (-3.987822, -0.134359, -1.231365)  0.03
H (-0.866546, -1.282210, 0.602870)  0.08
H (-2.498905, -0.675355, 0.808405)  0.08
H (-1.713571, -3.024093, -1.021726)  0.07
H (-3.341472, -2.338327, -0.911344)  0.06
H (-2.623860, -3.110230, 0.488771)  0.07
F (5.175671, -2.906989, 1.304311)  0.05
C (5.953311, -3.262838, 0.261184)  -0.29
C (6.609919, -2.275304, -0.445283)  -0.02
C (7.404288, -2.648302, -1.520124)  -0.08
C (7.530778, -3.985876, -1.869481)  -0.10
C (6.858424, -4.956875, -1.140132)  -0.08
C (6.060338, -4.600439, -0.062266)  -0.02
H (6.490734, -1.239271, -0.157390)  0.12
H (7.926542, -1.887986, -2.085614)  0.10
H (8.151382, -4.270584, -2.708274)  0.10
H (6.952691, -6.000239, -1.410575)  0.10
H (5.529308, -5.338903, 0.522595)  0.12
F (-5.693030, 0.394548, 0.820109)  0.04
C (-5.735491, 1.689168, 1.220648)  -0.28
C (-6.945531, 2.351262, 1.193926)  -0.02
C (-6.979297, 3.672498, 1.618032)  -0.08
C (-5.821103, 4.302954, 2.053785)  -0.09
C (-4.616841, 3.612260, 2.062269)  -0.07
C (-4.567947, 2.289199, 1.644142)  -0.01
H (-7.834328, 1.838645, 0.852230)  0.12
H (-7.919165, 4.208669, 1.610847)  0.10
H (-5.856603, 5.332241, 2.384051)  0.10
H (-3.709114, 4.090721, 2.399041)  0.09
H (-3.641704, 1.729651, 1.655277)  0.10

Forces on atoms 1 to 2 (eV/Å):
C 0.0 0.0 -0.1
C 0.2 0.0 0.2

Formula: C20H26FN2O3
Source: the OMol25 dataset
Level of theory: ωB97M-V/def2-TZVPD

Properties
- SMILES string = COc1ccc(N2CC[NH+](C[C@H](O)COc3ccc(F)cc3)CC2)cc1
- spin multiplicity = 1
- charge = +1
- relative energy (zero: lowest compared OMol25 entry of this formula, charge and spin) (kJ/mol) = 14.2
- orbital gap (eV) = 8.1
- F_max (eV Å⁻¹) = 0.974

Last column: Löwdin charge in e.
Positions of all 52 atoms, in Å:
C (7.479394, 0.227842, 4.780279)  -0.08
H (7.429441, -0.861171, 4.875272)  0.10
O (6.199896, 0.789053, 4.589802)  -0.08
C (5.494394, 0.449512, 3.487542)  -0.28
C (5.908173, -0.450591, 2.508532)  0.00
C (5.096975, -0.718672, 1.422632)  -0.02
C (3.849821, -0.118458, 1.281514)  -0.24
C (3.442487, 0.787248, 2.258831)  -0.03
C (4.253037, 1.068720, 3.338219)  0.01
H (3.940011, 1.774674, 4.090243)  0.12
H (2.496965, 1.303429, 2.190066)  0.10
N (3.081470, -0.415103, 0.130277)  -0.11
C (1.987087, 0.431347, -0.246908)  -0.13
H (2.213154, 1.463957, 0.016501)  0.14
C (0.656990, 0.003042, 0.403012)  -0.08
N (0.375954, -1.405192, 0.046131)  -0.11
H (0.324166, -1.471256, -0.994485)  0.16
C (-0.960954, -1.882659, 0.472449)  -0.04
H (-0.868887, -2.919900, 0.796058)  0.14
H (-1.326872, -1.291416, 1.312056)  0.15
C (-1.943197, -1.813541, -0.720396)  -0.29
O (-1.167542, -1.880439, -1.897935)  -0.01
H (-1.758060, -1.699924, -2.643255)  0.13
C (-2.817271, -0.548049, -0.738177)  -0.15
O (-3.533637, -0.627061, -1.944913)  -0.06
C (-4.500337, 0.320941, -2.215624)  -0.25
C (-5.197140, 0.136973, -3.407604)  0.00
C (-6.180120, 1.028448, -3.782591)  0.01
C (-6.458926, 2.104258, -2.954819)  -0.28
C (-5.777233, 2.300621, -1.769841)  0.01
C (-4.789293, 1.402914, -1.397573)  -0.02
H (-4.264430, 1.566384, -0.469724)  0.11
H (-6.017204, 3.146261, -1.145962)  0.12
F (-7.413148, 2.977209, -3.312833)  0.07
H (-6.729701, 0.899859, -4.700647)  0.13
H (-4.957639, -0.712738, -4.026188)  0.12
H (-3.487746, -0.545468, 0.129872)  0.15
H (-2.199044, 0.361827, -0.722465)  0.13
H (-2.621644, -2.676223, -0.677826)  0.16
C (1.495355, -2.263589, 0.496677)  -0.07
H (1.288120, -3.298509, 0.222960)  0.14
C (2.799996, -1.792460, -0.172266)  -0.13
H (3.616227, -2.424344, 0.173403)  0.13
H (2.709764, -1.910514, -1.259002)  0.14
H (1.582325, -2.182885, 1.582921)  0.15
H (-0.155092, 0.638310, 0.050010)  0.13
H (0.723736, 0.069582, 1.491084)  0.14
H (1.875130, 0.380480, -1.337860)  0.14
H (5.456179, -1.393729, 0.661051)  0.12
H (6.867014, -0.938443, 2.572410)  0.11
H (8.158726, 0.494674, 3.965412)  0.10
H (7.849592, 0.653157, 5.711031)  0.10

Forces on atoms 1 to 2 (eV/Å):
C 0.2 -0.1 0.0
H 0.0 0.0 0.0

Formula: C20H26LiO12S
Source: the OMol25 dataset
Level of theory: ωB97M-V/def2-TZVPD

Properties
- spin multiplicity = 1
- charge = -1
- relative energy (zero: lowest compared OMol25 entry of this formula, charge and spin) (kJ/mol) = 0.0
- orbital gap (eV) = 6.0
- F_max (eV Å⁻¹) = 7.189

Last column: Löwdin charge in e.
Positions of all 60 atoms, in Å:
Li (1.322858, 0.551993, -0.944722)  0.65
S (-0.390878, -1.848483, -2.024851)  0.20
O (0.277648, -1.540245, -3.258915)  -0.39
O (0.250095, -0.987735, -0.965925)  -0.52
O (-1.806215, -1.637794, -2.214043)  -0.36
O (-0.176379, -3.239867, -1.571274)  -0.41
C (2.116095, 2.147680, 1.409375)  -0.11
O (1.621987, 2.345322, 0.109707)  -0.14
H (1.864264, 3.091435, 1.811668)  0.06
H (3.280221, 2.173631, 1.390192)  0.11
H (1.603358, 1.239790, 1.871862)  0.11
H (1.458439, 3.148254, -0.249183)  0.02
C (4.521392, 0.851650, -1.673945)  -0.13
O (3.281983, 0.139319, -1.701831)  -0.17
H (4.565452, 1.400404, -0.761942)  0.06
H (4.585168, 1.691995, -2.330828)  0.07
H (5.273537, 0.142364, -1.926435)  0.08
H (3.480092, -0.413858, -2.538332)  0.14
C (-3.838983, -0.221429, 1.400229)  -0.01
C (-5.140150, -0.853373, 1.636671)  -0.02
C (-5.102712, -2.295493, 1.751946)  -0.27
C (-3.841975, -3.002759, 1.712386)  -0.05
C (-2.615719, -2.489826, 1.455211)  0.02
C (-2.688815, -1.034188, 1.296350)  -0.35
O (-1.551093, -0.347127, 1.218315)  -0.05
O (-6.275905, -2.969874, 2.156516)  -0.01
H (-3.839845, 0.970715, 1.307080)  0.15
H (-5.944490, -0.240244, 1.689996)  0.05
H (-4.072081, -4.071364, 2.032674)  0.13
H (-1.662402, -2.957798, 1.358662)  0.10
H (-0.982414, -0.533058, 0.335235)  0.12
H (-6.988697, -2.381730, 2.339855)  0.07
C (1.287183, -2.319425, 4.359076)  0.01
C (1.088241, -1.936242, 2.977872)  0.03
C (2.242442, -1.308182, 2.375142)  -0.31
C (3.360730, -0.949845, 3.048478)  -0.05
C (3.529244, -1.351958, 4.360627)  -0.05
C (2.541717, -2.017817, 5.084604)  -0.31
O (2.692912, -2.451209, 6.391583)  -0.02
O (2.110450, -0.963614, 1.046240)  -0.01
H (0.411454, -2.903516, 4.813192)  0.12
H (0.217265, -2.399565, 2.334063)  0.14
H (4.196044, -0.553308, 2.680713)  0.07
H (4.522073, -1.083198, 4.834418)  0.13
H (3.360358, -1.950482, 6.952388)  0.13
H (1.425950, -1.452279, 0.582191)  0.06
C (-1.972795, 2.276278, -5.110370)  0.04
C (-1.008920, 1.339558, -4.431308)  0.02
C (-0.177820, 1.805426, -3.529403)  -0.34
C (-0.220745, 3.156369, -2.958444)  0.04
C (-1.211448, 4.034924, -3.498600)  0.01
C (-2.043544, 3.584709, -4.584760)  -0.34
O (-2.896005, 4.435425, -5.207232)  -0.01
O (0.757401, 0.985948, -2.969309)  -0.06
H (-2.571906, 2.100446, -5.946232)  0.08
H (-0.768871, 0.365643, -4.879181)  0.13
H (0.383240, 3.513170, -2.241528)  0.04
H (-1.106721, 5.052573, -3.200109)  0.09
H (-3.542017, 3.956156, -5.815902)  0.13
H (0.810252, 0.205709, -3.589911)  0.09

Forces on atoms 1 to 2 (eV/Å):
Li -0.1 -0.3 -0.6
S -1.1 -3.7 0.8

Which of these has the highest F_max?
C20H26LiO12S

What is the formula in the third record?
C20H26LiO12S